[1]
Entry from the Open Molecules 2025 dataset: a single C5H8O molecule (ωB97M-V with the def2-TZVPD basis set).

Summary:
net charge: 0
gap between HOMO and LUMO: 10.7 eV
SMILES: C[C@]12CC[C@H]1O2
ΔE to the lowest compared entry with this formula, charge and spin: 200.2 kJ/mol
E_LUMO: 1.09 eV

Atoms and positions in Å:
1 C 0.86443 -0.74618 -1.52586
2 C -0.05539 -0.25806 -0.44867
3 C -0.28455 1.16838 0.10378
4 C -0.44769 0.53765 1.50546
5 C -0.44426 -0.84565 0.84099
6 O -1.32761 -0.88332 -0.27734
7 H 1.89576 -0.43259 -1.32519
8 H 0.57372 -0.35289 -2.50667
9 H 0.83808 -1.84010 -1.57557
10 H 0.49825 1.92704 0.04294
11 H -1.22399 1.56122 -0.29413
12 H 0.48364 0.62063 2.07668
13 H -1.27285 0.91708 2.11395
14 H -0.18649 -1.80839 1.27688

Mulliken atomic charge list, values in e, 6 entries: atom 1 (C): -1.18, atom 2 (C): 0.74, atom 3 (C): -0.62, atom 4 (C): -0.54, atom 5 (C): -0.29, atom 6 (O): -0.49

***

[2]
Entry from the Open Molecules 2025 dataset: a molecular structure, C7H11O at a distorted geometry (ωB97M-V with the def2-TZVPD basis set).

Summary:
2S+1: 3
net charge: +1
gap between HOMO and LUMO (alpha / beta): 8.9 / 9.4 eV
⟨S²⟩: 2.006
ΔE to the lowest compared entry with this formula, charge and spin: 129.4 kJ/mol
E_LUMO (alpha / beta): -3.43 / -5.18 eV

Atoms and positions in Å:
1 C 2.42501 1.37898 0.46837
2 C -0.57326 -0.16627 0.94545
3 C -0.92135 -0.93328 -0.90499
4 C -1.85337 -0.50254 0.17364
5 C -2.78374 0.61644 -0.19767
6 C 2.37878 0.28613 -0.24069
7 C 1.69141 -0.96212 -0.14313
8 O 0.14947 -0.77124 -0.08491
9 H -0.97471 -1.01570 -1.94722
10 H 1.83980 1.93943 1.12495
11 H -2.31968 -1.36956 0.48108
12 H -3.47928 0.83689 0.64122
13 H -3.29341 0.44953 -1.15167
14 H -2.14742 1.52484 -0.31027
15 H -0.33710 -0.34320 2.03601
16 H 3.15185 2.07065 0.11822
17 H 3.38361 -0.00676 -0.65919
18 H 1.78931 -1.46716 -1.08702
19 H 1.87406 -1.56506 0.73783

Mulliken atomic charge list, values in e, 6 entries: atom 1 (C): -0.72, atom 2 (C): -0.53, atom 3 (C): -0.55, atom 4 (C): 0.63, atom 5 (C): -1.23, atom 6 (C): -0.18

***

[3]
Entry from the Open Molecules 2025 dataset: a single CHNO5S molecule at a distorted geometry (ωB97M-V with the def2-TZVPD basis set).

Summary:
net charge: 0
gap between HOMO and LUMO: 9.5 eV
ΔE to the lowest compared entry with this formula, charge and spin: 174.9 kJ/mol
E_LUMO: -0.50 eV

Atoms and positions in Å:
1 C -0.07936 0.11793 -0.38941
2 N 0.20051 0.11141 -1.90015
3 O 0.58570 1.14604 -2.36671
4 O -0.48370 1.13466 0.06522
5 O -0.02859 -0.91458 -2.50394
6 O 0.34182 0.13431 2.35686
7 O 0.06582 -1.05507 0.11905
8 S -0.10759 -1.28542 1.81263
9 H -0.49461 0.61072 2.80643

Mulliken atomic charge list, values in e, 6 entries: atom 1 (C): 0.60, atom 2 (N): 0.94, atom 3 (O): -0.51, atom 4 (O): -0.42, atom 5 (O): -0.52, atom 6 (O): -0.44